Density functional theory data (ωB97M-V with the def2-TZVPD basis set) for C48H62BrF50O8PSi2 as an isolated structure at a distorted geometry.

Cartesian coordinates (Å):
C  5.8037  -3.2800  7.3407
C  5.1385  -2.5634  6.0156
C  3.9957  -3.6327  5.4314
O  4.5420  -4.1758  4.1785
C  3.6685  -3.9044  3.0227
Si  4.1200  -2.3311  2.0089
C  3.8584  -2.5490  0.0738
C  3.7088  -1.0672  -0.6870
C  2.5862  -1.0610  -1.8826
F  2.3632  -2.4302  -2.4791
F  1.2729  -0.7270  -1.2141
C  2.8109  0.1088  -3.0256
F  1.6870  1.1105  -2.9023
F  4.0628  0.9221  -2.7933
C  2.9195  -0.4525  -4.5620
F  3.3717  0.7201  -5.4010
F  3.9646  -1.5010  -4.7643
C  1.5055  -0.9558  -5.2217
F  0.3980  -1.1573  -4.2593
F  1.7809  -2.3089  -5.8302
F  1.1534  -0.0401  -6.3646
O  3.4343  -0.8305  2.6073
Si  1.6846  -0.8686  2.7045
F  1.1135  0.6360  1.8918
Br  0.6671  -2.5997  1.6207
C  1.1827  -0.6729  4.5625
C  -0.2498  -1.3692  4.9541
C  -1.4963  -0.9996  3.9489
C  -2.9431  -0.7702  4.7561
C  -4.1252  -0.8107  3.5757
C  -5.1553  -2.0950  3.7534
C  -6.6636  -1.5896  4.2588
C  -7.7072  -1.4600  2.9631
C  -8.3484  -2.9420  2.5295
O  -9.8133  -2.8049  2.4942
C  -10.4037  -3.9546  1.7664
P  6.3376  -2.0960  2.2341
C  7.0918  -1.3200  0.6387
C  7.1955  -3.7945  2.3961
C  6.5427  -4.9890  1.4821
H  5.1374  -2.9790  8.2683
H  6.9433  -3.0074  7.4713
H  5.7534  -4.4581  7.2397
H  4.6500  -1.5110  6.2912
H  5.9837  -2.4196  5.2108
H  3.0092  -3.0139  5.3192
H  3.7883  -4.4941  6.2312
H  2.5644  -3.9581  3.4057
H  3.8112  -4.8307  2.2831
H  4.7881  -3.0616  -0.4432
H  2.9404  -3.2516  -0.1243
H  3.4354  -0.2006  0.0746
H  4.8122  -0.8073  -1.0605
H  1.0883  0.4997  4.7591
H  2.0286  -1.0610  5.2782
H  -0.5498  -0.9326  6.0215
H  -0.0948  -2.5282  5.1246
H  -1.3402  -0.0369  3.3015
H  -1.6810  -1.9696  3.2839
H  -3.1610  -1.6883  5.4692
H  -2.9479  0.2681  5.3195
H  -3.6393  -0.9363  2.4942
H  -4.7996  0.1612  3.6077
H  -5.3551  -2.6341  2.7076
H  -4.7605  -2.9107  4.5128
H  -7.1267  -2.3280  5.0519
H  -6.5684  -0.5160  4.7241
H  -7.0693  -1.0354  2.0556
H  -8.5601  -0.6904  3.2316
H  -8.0057  -3.7995  3.2835
H  -7.9585  -3.2349  1.4640
H  -9.7696  -4.2737  0.8163
H  -11.4507  -3.6045  1.3506
H  -10.5713  -4.9042  2.4294
H  6.6780  -0.2561  0.3801
H  8.2577  -1.1945  0.8456
H  6.9790  -2.1134  -0.2196
H  8.3594  -3.7305  2.1536
H  7.1251  -4.1473  3.5194
H  7.4143  -5.6874  1.0608
H  5.9448  -4.6235  0.5448
H  5.8231  -5.7201  2.0733
C  -5.9219  -0.4415  -2.5743
C  -6.3444  -0.8447  -1.1525
C  -5.7468  -2.1532  -0.6482
F  -6.0944  -3.2133  -1.4116
F  -6.1884  -2.4299  0.6087
F  -7.7022  -0.8571  -1.0775
F  -5.9380  0.1595  -0.3122
O  -6.8307  -0.7855  -3.6247
C  -6.7196  -2.1195  -4.1165
C  -7.9699  -2.9644  -3.8372
F  -8.2518  -3.0253  -2.5125
F  -7.7975  -4.2475  -4.2553
F  -5.5841  -2.6782  -3.6334
F  -6.5351  -2.0048  -5.4600
H  -5.8946  0.6548  -2.5899
H  -4.8938  -0.7433  -2.8075
H  -4.6545  -2.0984  -0.6070
H  -8.8449  -2.5521  -4.3486
C  -9.4503  2.8699  2.2132
C  -10.0762  4.2457  2.4925
C  -9.1905  5.4388  2.1525
F  -8.0369  5.4490  2.8572
F  -9.8244  6.6065  2.4457
F  -10.4955  4.2905  3.7854
F  -11.2143  4.3315  1.7328
O  -8.8417  2.2144  3.3300
C  -7.5032  2.6135  3.6178
C  -7.3695  3.3192  4.9741
F  -8.1627  4.4158  5.0523
F  -6.0949  3.7483  5.1795
F  -7.0284  3.3530  2.5871
F  -6.7682  1.4681  3.6232
H  -10.2758  2.2064  1.9284
H  -8.7926  2.8790  1.3359
H  -8.9458  5.4577  1.0859
H  -7.6415  2.6482  5.7945
C  1.4380  3.9165  -7.5929
C  1.9057  4.9139  -8.6648
C  3.3028  5.4845  -8.4497
F  3.4135  6.1680  -7.2886
F  3.6200  6.3633  -9.4388
F  0.9793  5.9015  -8.7893
F  1.8987  4.2485  -9.8635
O  0.6143  4.4491  -6.5510
C  1.3149  5.0686  -5.4745
C  1.0411  6.5753  -5.3731
F  1.3666  7.2251  -6.5176
F  1.7817  7.1422  -4.3826
F  2.6335  4.7756  -5.5751
F  0.8811  4.4473  -4.3439
H  0.7915  3.1931  -8.1043
H  2.2618  3.3122  -7.1946
H  4.0585  4.6930  -8.4598
H  -0.0154  6.7695  -5.1649
C  10.1218  -4.9021  10.6572
C  9.0228  -4.1733  9.8676
C  7.8453  -3.6832  10.7024
F  7.1942  -4.6901  11.3266
F  6.9230  -3.0654  9.9156
F  8.6097  -4.9663  8.8430
F  9.6077  -3.0829  9.2771
O  10.0566  -6.3315  10.6583
C  9.1747  -6.9023  11.6228
C  7.9908  -7.6416  10.9848
F  7.2647  -6.8295  10.1778
F  7.1355  -8.1083  11.9344
F  8.7901  -5.9417  12.4969
F  9.9285  -7.7785  12.3412
H  11.0682  -4.6759  10.1512
H  10.2497  -4.4976  11.6684
H  8.1699  -2.9597  11.4566
H  8.3344  -8.4907  10.3862
C  2.1052  7.2986  -12.4376
C  3.0827  8.0859  -13.3248
C  2.5883  9.4571  -13.7711
F  1.4547  9.3890  -14.5044
F  3.5139  10.0681  -14.5594
F  3.4391  7.3161  -14.3876
F  4.2312  8.2646  -12.5976
O  1.2861  6.3325  -13.1032
C  0.1044  6.8487  -13.7122
C  0.1160  6.7193  -15.2414
F  1.1835  7.3473  -15.7926
F  -0.9922  7.2871  -15.7895
F  -0.0941  8.1204  -13.2900
F  -0.9250  6.1215  -13.1988
H  2.7203  6.7037  -11.7516
H  1.5171  7.9507  -11.7808
H  2.4071  10.1104  -12.9119
H  0.1492  5.6690  -15.5464

Cartesian forces, eV/Å:
-0.300 0.060 -0.174
0.091 -1.048 0.551
0.696 1.444 1.056
-1.942 0.861 0.157
-1.020 -2.004 0.207
0.781 0.355 -0.787
-0.700 0.060 -1.448
0.711 -0.236 0.150
-1.590 -0.681 2.063
0.806 4.343 1.259
3.631 -1.136 -2.117
0.107 2.447 0.309
3.708 -3.315 -0.900
-3.934 -2.870 -0.545
2.120 1.304 -2.024
-1.335 -3.655 2.652
-3.514 3.549 1.137
-1.256 -2.219 -2.144
3.955 1.164 -3.610
-1.278 4.714 1.999
0.693 -3.337 4.369
-2.590 -2.342 -1.054
0.604 3.538 -0.158
1.304 -3.494 1.611
0.614 0.925 0.478
-0.620 0.465 0.845
-0.157 0.770 1.113
-0.925 -1.138 0.688
0.029 -0.395 -1.326
-0.489 -0.521 -0.043
-1.092 -0.158 -0.114
-0.176 0.141 -0.572
0.596 -0.327 0.331
0.725 0.669 0.109
1.051 -2.188 -1.216
-0.743 0.014 -0.825
1.672 0.743 0.662
0.968 -0.598 -0.541
0.216 -1.793 0.028
0.514 -1.287 -0.526
1.700 -0.669 -1.746
-2.526 -0.322 -0.075
0.111 2.425 0.114
1.129 -2.336 -0.623
-1.942 -0.186 1.409
1.619 -1.413 -0.299
0.572 1.736 -1.926
1.865 0.123 -0.921
-0.368 1.971 1.464
-1.865 0.946 1.297
1.650 1.513 0.181
0.216 -1.801 -1.772
-2.719 -0.487 0.358
0.265 -2.455 -0.567
-1.542 0.707 -1.500
0.734 -0.963 -2.178
-0.484 2.321 -0.654
0.047 -1.955 1.099
0.409 2.388 1.102
0.625 2.103 -1.219
0.042 -2.281 -1.016
-0.872 0.591 2.408
1.641 -1.981 -0.217
0.731 1.138 2.387
-0.567 1.751 -1.574
0.943 1.491 -1.558
-0.150 -2.270 -0.681
-1.610 -0.771 2.029
1.587 -1.774 -0.634
-0.788 1.807 -1.396
-0.907 0.504 2.082
-1.056 0.767 2.010
2.092 -0.644 1.023
0.475 1.826 -0.992
0.584 -2.202 0.473
-2.544 -0.282 -0.392
0.205 1.862 1.202
-2.587 0.247 0.406
0.058 0.937 -2.243
-1.883 1.480 0.888
1.201 -0.467 1.786
1.531 1.735 -0.994
0.269 0.913 -0.504
-0.868 0.548 -0.377
0.357 -0.723 0.635
0.124 0.267 0.556
0.220 0.313 -0.494
0.409 -0.214 0.100
0.310 -0.479 -0.101
0.140 -1.873 0.288
1.317 1.671 -0.119
-0.804 -0.561 0.205
0.008 0.239 -0.511
0.323 0.485 -0.104
-0.570 -0.204 -0.716
-0.530 -0.295 0.561
-0.250 -0.241 0.115
-0.295 -0.180 0.197
-0.033 0.169 -0.099
0.231 0.139 -0.071
-0.376 -0.946 -0.414
-0.469 -0.633 0.783
0.134 1.128 -0.176
-0.447 0.264 -0.270
-0.199 -0.344 -0.038
0.250 0.191 -0.379
0.550 0.181 -0.174
1.396 1.335 0.306
-1.001 -0.943 -1.686
0.010 0.521 0.860
0.151 -0.604 0.014
-0.171 -0.368 -0.401
0.433 -0.480 0.714
-0.227 0.723 0.441
0.056 0.213 0.287
-0.052 0.247 0.298
-0.075 -0.185 0.012
-0.003 -0.144 -0.238
-0.547 -0.937 0.016
-1.073 0.086 0.055
0.895 0.456 -0.187
0.131 -0.105 -0.640
-0.276 -0.156 -0.152
0.441 -0.089 0.018
0.476 0.076 0.339
1.329 1.193 0.653
-0.102 -2.062 -0.621
-0.148 0.972 0.058
-0.331 -0.313 0.333
-0.106 -0.565 -0.128
-0.553 0.315 0.697
0.007 0.740 -0.378
0.009 0.364 0.003
-0.028 0.372 -0.090
-0.166 -0.102 0.004
0.054 -0.272 0.007
1.082 -0.023 -0.030
0.378 -0.712 -0.719
-0.949 0.654 0.173
0.021 0.521 -0.276
0.505 -0.080 0.128
-0.096 0.276 0.372
-0.264 0.003 0.522
-1.683 -0.085 0.894
1.823 1.086 0.185
-0.798 -0.437 -0.432
0.451 -0.349 0.145
0.544 0.214 0.058
-0.002 -0.942 0.029
-0.639 0.024 -0.500
-0.326 -0.124 -0.125
-0.327 -0.077 -0.222
0.187 -0.074 -0.052
0.214 0.117 0.136
0.145 -0.632 0.901
0.203 -1.036 -0.217
0.195 1.017 -0.435
0.515 0.243 0.131
0.108 -0.293 0.217
-0.150 0.405 0.159
-0.464 0.380 -0.027
-0.976 1.267 -1.146
0.705 -0.190 2.072
0.078 -0.037 -0.976
-0.303 -0.446 0.273
0.090 -0.124 0.540
-0.581 -0.645 -0.407
0.336 0.142 -0.699
-0.017 0.059 -0.356
0.121 0.017 -0.364
0.019 -0.178 0.096
-0.029 0.022 0.276

Its LUMO energy is -0.37 eV. Its multiplicity is 1. As for the gap between HOMO and LUMO: 7.6 eV. Its max |F| is 5.5 eV/Å. For the HOMO energy, the calculation gives -8.01 eV.